Record 1
{"formula": "C3H7N2OS", "method": "wB97M-V/def2-TZVPD", "species": ["C", "C", "C", "N", "N", "O", "S", "H", "H", "H", "H", "H", "H", "H"], "coordinates": [[0.972, 2.116, -0.825], [1.447, 1.074, 0.110], [-0.366, -0.359, -0.739], [-1.613, -0.850, -0.575], [0.217, 0.242, 0.450], [1.578, 3.137, -1.030], [-0.298, 1.591, -1.905], [2.124, 0.433, -0.498], [1.706, 1.445, 1.103], [0.256, -1.108, -1.114], [-2.412, -0.225, -0.284], [-1.831, -1.669, -1.257], [0.360, -0.406, 1.206], [-0.493, 0.889, 0.789]], "forces_ev_per_angstrom": [[0.76, 1.76, -2.12], [-0.88, -1.33, 1.03], [-1.37, 2.41, -1.24], [-1.89, -1.45, -0.98], [-0.03, 1.11, -0.17], [-0.29, -0.36, 0.86], [-0.36, -2.58, 1.34], [0.04, 0.38, 1.08], [1.09, 0.14, -0.52], [1.34, -0.64, -1.05], [1.26, -1.13, -0.76], [0.07, 2.22, 1.87], [0.36, -0.84, 0.40], [-0.09, 0.32, 0.27]], "lowdin_charge": [-0.821, -0.057, -0.399, 0.067, 0.034, 0.068, 0.969, 0.171, 0.158, 0.125, 0.148, 0.178, 0.186, 0.173], "homo_lumo_gap_ev": 9.5, "e_above_lowest_kj_mol": 223.0, "total_charge": 1, "fmax_ha_per_bohr": 0.0590, "multiplicity": 1, "lumo_ev": -4.48}



Record 2
{"formula": "C3H7N2OSe", "method": "wB97M-V/def2-TZVPD", "species": ["N", "C", "O", "C", "Se", "C", "N", "H", "H", "H", "H", "H", "H", "H"], "coordinates": [[-0.680, -0.671, -1.851], [-0.651, 0.663, -2.091], [-1.515, 1.458, -2.162], [0.933, 1.192, -2.116], [1.651, 0.936, -0.260], [0.162, -0.119, 0.365], [0.336, -1.302, 0.908], [-1.387, -1.263, -2.296], [0.081, -1.103, -1.574], [1.437, 0.404, -2.701], [1.137, 2.150, -2.453], [-0.689, 0.473, 0.550], [-0.235, -1.793, 1.611], [1.262, -1.679, 0.790]], "forces_ev_per_angstrom": [[-5.39, 1.08, -1.98], [3.96, 2.02, 0.17], [-1.66, 0.17, -0.45], [-1.74, -3.97, 0.93], [-0.34, -0.74, -0.49], [1.45, -0.65, 1.44], [0.34, 1.28, 0.14], [0.04, 0.52, 0.55], [4.58, -2.55, 0.68], [0.18, 0.74, 0.14], [-0.08, 1.84, -0.46], [-1.50, 0.02, 0.03], [-0.22, 0.64, -0.73], [0.38, -0.39, 0.03]], "lowdin_charge": [0.156, -0.565, 0.150, -0.263, 1.106, -0.401, 0.149, 0.164, 0.013, 0.068, 0.042, 0.092, 0.171, 0.119], "smiles": "NC(=O)C[Se]C=[NH2+]", "homo_lumo_gap_ev": 8.2, "e_above_lowest_kj_mol": 208.2, "total_charge": 1, "fmax_ha_per_bohr": 0.1136, "multiplicity": 1, "lumo_ev": -5.61}



Record 3
{"formula": "C3H7N2S", "method": "wB97M-V/def2-TZVPD", "species": ["C", "C", "C", "N", "N", "S", "H", "H", "H", "H", "H", "H", "H"], "coordinates": [[0.512, -0.217, 0.228], [-2.670, 0.697, 0.516], [-0.302, 1.478, -1.147], [0.686, 0.468, -0.863], [1.260, -1.349, 0.366], [-1.145, 1.269, 0.581], [-3.145, 0.659, -0.453], [-3.281, 0.945, 1.340], [0.047, 2.458, -1.304], [-1.124, 1.322, -1.896], [1.425, 0.346, -1.549], [1.321, -1.673, 1.320], [1.588, -1.864, -0.428]], "forces_ev_per_angstrom": [[1.09, -1.87, -0.09], [1.53, 1.93, -1.86], [-2.58, -1.43, 1.30], [-0.02, 0.94, -2.32], [-1.73, 2.33, 1.12], [-0.39, -0.22, 0.53], [-0.04, -0.93, -0.10], [-0.36, -0.14, 1.09], [0.76, 1.25, 0.19], [1.03, -0.66, 0.48], [0.11, -0.26, 0.12], [0.10, -0.69, -0.40], [0.48, -0.25, -0.05]], "lowdin_charge": [-0.262, -0.293, -0.235, -0.073, 0.142, 1.066, 0.036, 0.016, 0.083, 0.121, 0.170, 0.115, 0.114], "homo_lumo_gap_ev": [8.4, 8.4], "e_above_lowest_kj_mol": 350.0, "total_charge": 1, "fmax_ha_per_bohr": 0.0626, "multiplicity": 1, "lumo_ev": [-4.68, -4.68]}



Record 4
{"formula": "C3H7N2S2", "method": "wB97M-V/def2-TZVPD", "species": ["C", "C", "C", "N", "N", "S", "S", "H", "H", "H", "H", "H", "H", "H"], "coordinates": [[-1.120, 0.267, 1.767], [0.144, -0.106, 2.375], [0.561, -0.246, -1.858], [-1.625, 0.682, 0.675], [1.530, -0.648, -2.656], [-1.416, -0.145, 3.364], [0.403, 1.315, -1.346], [0.582, -1.070, 2.145], [0.860, 0.667, 2.627], [-0.157, -1.005, -1.560], [-0.948, 0.978, -0.157], [2.227, 0.012, -2.974], [1.573, -1.592, -3.007], [-2.614, 0.890, 0.604]], "forces_ev_per_angstrom": [[-0.09, -0.01, 0.26], [0.32, 0.04, -0.09], [0.20, 0.21, -0.18], [0.02, 0.25, -0.23], [-0.12, -0.22, -0.01], [-0.15, -0.03, -0.04], [0.37, 0.27, -0.24], [-0.10, -0.05, -0.05], [-0.10, 0.08, 0.00], [0.06, -0.15, -0.08], [-0.35, -0.34, 0.45], [-0.05, -0.02, -0.01], [0.01, 0.03, 0.05], [-0.02, -0.07, 0.16]], "lowdin_charge": [-0.692, -0.271, -0.669, 0.150, 0.073, 1.075, 0.736, 0.093, 0.097, 0.085, -0.066, 0.117, 0.125, 0.146], "homo_lumo_gap_ev": 9.3, "e_above_lowest_kj_mol": 113.8, "total_charge": 1, "fmax_ha_per_bohr": 0.0128, "multiplicity": 1, "lumo_ev": -3.84}



Record 5
{"formula": "C3H7N3", "method": "wB97M-V/def2-TZVPD", "species": ["H", "N", "C", "N", "N", "C", "C", "H", "H", "H", "H", "H", "H"], "coordinates": [[-0.756, -1.810, -0.641], [-0.322, -1.948, 0.314], [-0.103, -0.756, 0.616], [0.511, -0.267, 1.721], [-0.772, 0.330, 0.054], [-0.378, 0.304, -1.355], [0.359, 1.251, -0.509], [0.107, 0.603, 1.915], [0.647, -1.020, 2.389], [0.142, -0.765, -1.464], [-0.953, 0.835, -2.133], [0.176, 2.238, -0.701], [1.342, 1.005, -0.207]], "forces_ev_per_angstrom": [[-0.01, -1.36, 1.42], [0.10, -1.05, -2.10], [-1.49, 1.03, 2.64], [1.45, -2.70, 0.36], [0.93, 2.68, -2.86], [1.14, -1.72, -1.02], [-0.60, -2.80, 0.24], [-0.22, 1.02, 1.34], [0.05, 0.85, 0.46], [-1.05, 2.98, -1.39], [-0.22, -1.17, 0.42], [-0.80, 2.41, 0.13], [0.71, -0.17, 0.34]], "lowdin_charge": [0.059, 0.132, -0.684, 0.132, 0.000, -0.168, -0.085, 0.083, 0.112, 0.140, 0.115, 0.071, 0.094], "smiles": "[H]/N=C(/N)N1CC1", "homo_lumo_gap_ev": 10.6, "e_above_lowest_kj_mol": 243.8, "total_charge": 0, "fmax_ha_per_bohr": 0.0783, "multiplicity": 1, "lumo_ev": 1.07}



Record 6
{"formula": "C3H7N3", "method": "wB97M-V/def2-TZVPD", "species": ["N", "C", "N", "C", "C", "N", "H", "H", "H", "H", "H", "H", "H"], "coordinates": [[-2.300, 0.449, 0.549], [-1.150, 0.185, 0.166], [-0.253, 0.671, -0.879], [1.116, 0.419, -0.391], [0.895, -0.992, 0.088], [-0.352, -0.768, 0.750], [-2.658, 1.084, -0.125], [-0.227, 1.756, -0.490], [1.681, 0.298, -1.400], [1.543, 1.311, 0.225], [1.064, -1.737, -0.984], [1.468, -1.466, 0.846], [-0.826, -1.211, 1.646]], "forces_ev_per_angstrom": [[-1.14, 0.17, 0.06], [3.67, -2.13, -0.40], [-1.29, 6.26, 2.42], [2.27, -0.31, -3.18], [0.47, -1.52, -0.84], [-3.22, -1.85, 2.93], [-0.93, 1.09, -0.37], [-1.06, -2.76, -2.50], [-0.17, 0.78, 1.96], [-0.60, -2.12, -0.53], [-1.37, 1.79, 3.04], [1.45, -0.05, 0.25], [1.93, 0.64, -2.84]], "lowdin_charge": [0.127, -0.571, 0.004, -0.261, -0.236, -0.004, 0.030, 0.178, 0.124, 0.142, 0.181, 0.087, 0.200], "smiles": "N=C1NCCN1", "homo_lumo_gap_ev": 9.7, "e_above_lowest_kj_mol": 239.0, "total_charge": 0, "fmax_ha_per_bohr": 0.1330, "multiplicity": 1, "lumo_ev": 0.84}



Record 7
{"formula": "C3H7N3", "method": "wB97M-V/def2-TZVPD", "species": ["N", "C", "C", "N", "C", "N", "H", "H", "H", "H", "H", "H", "H"], "coordinates": [[-2.065, -0.462, -0.123], [-0.925, 0.460, -0.065], [0.400, -0.155, 0.321], [0.301, -1.443, 0.480], [2.948, 1.393, -0.278], [3.886, 1.936, -0.678], [-2.799, -0.182, 0.516], [-2.469, -0.498, -1.050], [-1.106, 1.291, 0.629], [-0.746, 0.941, -1.037], [2.036, 0.852, 0.066], [-0.603, -1.913, 0.363], [1.115, -1.997, 0.713]], "forces_ev_per_angstrom": [[-0.19, 0.11, -0.06], [0.12, 0.08, 0.02], [-0.27, -0.33, -0.01], [0.03, 0.12, 0.01], [0.88, 0.51, -0.37], [-0.82, -0.47, 0.37], [0.08, -0.09, -0.08], [0.03, -0.02, 0.11], [0.03, -0.13, -0.09], [-0.04, -0.05, 0.13], [0.21, 0.12, -0.05], [0.10, 0.06, 0.03], [-0.16, 0.09, -0.02]], "lowdin_charge": [-0.022, -0.293, -0.137, 0.066, -0.133, 0.009, 0.071, 0.071, 0.108, 0.111, -0.046, 0.092, 0.103], "homo_lumo_gap_ev": 9.7, "e_above_lowest_kj_mol": 220.1, "total_charge": 0, "fmax_ha_per_bohr": 0.0210, "multiplicity": 1, "lumo_ev": 0.66}



Record 8
{"formula": "C3H7N3", "method": "wB97M-V/def2-TZVPD", "species": ["N", "C", "C", "N", "C", "N", "H", "H", "H", "H", "H", "H", "H"], "coordinates": [[-2.107, -0.485, -0.085], [-0.968, 0.440, -0.119], [0.392, -0.176, 0.142], [0.277, -1.447, 0.405], [3.063, 1.463, -0.197], [4.037, 2.057, -0.385], [-2.866, -0.124, 0.478], [-2.475, -0.651, -1.014], [-1.090, 1.226, 0.637], [-0.891, 0.977, -1.076], [2.130, 0.891, -0.033], [-0.650, -1.889, 0.424], [1.090, -2.012, 0.611]], "forces_ev_per_angstrom": [[-0.18, 0.10, -0.09], [0.12, 0.11, 0.01], [-0.30, -0.33, 0.05], [0.07, 0.13, -0.01], [0.84, 0.52, -0.18], [-0.90, -0.55, 0.19], [0.10, -0.07, -0.06], [0.03, -0.01, 0.12], [0.04, -0.10, -0.10], [-0.01, -0.07, 0.14], [0.18, 0.10, -0.03], [0.13, 0.07, 0.00], [-0.12, 0.11, -0.04]], "lowdin_charge": [-0.025, -0.296, -0.125, 0.058, -0.127, 0.012, 0.070, 0.073, 0.109, 0.106, -0.045, 0.090, 0.100], "homo_lumo_gap_ev": 9.7, "e_above_lowest_kj_mol": 216.5, "total_charge": 0, "fmax_ha_per_bohr": 0.0209, "multiplicity": 1, "lumo_ev": 0.67}